{"formula": "CHO3PS", "method": "ωB97M-V with the def2-TZVPD basis set", "orbital_gap_ev": 8.569, "e_tot_ha": -1003.996539, "e_above_lowest_kcal_mol": 0.0, "smiles": "O=C(O)OP=S", "homo_energy_ev": -10.24, "elements": ["C", "O", "O", "O", "P", "S", "H"], "xyz": [[0.3475, -0.2509, -0.7247], [0.0409, 0.3829, 0.4218], [1.3515, 0.2942, -1.4017], [-0.2719, -1.1804, -1.1516], [-0.6874, 0.1804, 2.0292], [-2.3980, -0.5911, 1.8980], [1.6174, 1.1649, -1.0709]], "lowdin_charge": [-0.706, -0.379, 0.144, 0.121, 0.485, 0.205, 0.130]}